{
  "formula": "C33H92N8O9",
  "method": "wB97M-V/def2-TZVPD",
  "smiles": "COC[C@H](C)N.COC[C@H](C)N.COC[C@H](C)N.COC[C@H](C)N.COC[C@H](C)N.COC[C@H](C)N.COC[C@H](C)N.COC[C@H](C)N.CO",
  "largest_force_ev_per_a": 2.883,
  "e_lumo_ev": 0.6,
  "symbols": ["C", "O", "C", "C", "C", "N", "H", "H", "H", "H", "H", "H", "H", "H", "H", "H", "H", "C", "O", "C", "C", "C", "N", "H", "H", "H", "H", "H", "H", "H", "H", "H", "H", "H", "C", "O", "C", "C", "C", "N", "H", "H", "H", "H", "H", "H", "H", "H", "H", "H", "H", "C", "O", "C", "C", "C", "N", "H", "H", "H", "H", "H", "H", "H", "H", "H", "H", "H", "C", "O", "C", "C", "C", "N", "H", "H", "H", "H", "H", "H", "H", "H", "H", "H", "H", "C", "O", "C", "C", "C", "N", "H", "H", "H", "H", "H", "H", "H", "H", "H", "H", "H", "C", "O", "C", "C", "C", "N", "H", "H", "H", "H", "H", "H", "H", "H", "H", "H", "H", "C", "O", "C", "C", "C", "N", "H", "H", "H", "H", "H", "H", "H", "H", "H", "H", "H", "C", "O", "H", "H", "H", "H"],
  "xyz": [[-1.0207, -1.7473, -6.7950], [-1.7071, -2.3787, -5.7028], [-2.0497, -1.4784, -4.6295], [-2.5433, -2.3012, -3.4755], [-3.8248, -3.1030, -3.7261], [-2.5839, -1.3859, -2.3333], [-0.1004, -1.2694, -6.4890], [-1.6779, -1.0505, -7.2991], [-0.8094, -2.6259, -7.4235], [-1.2015, -0.8874, -4.3058], [-2.8060, -0.7628, -5.0019], [-1.7134, -2.9943, -3.2972], [-4.7361, -2.4830, -3.6722], [-3.9480, -3.8702, -2.9524], [-3.7539, -3.6968, -4.6205], [-3.4563, -0.8523, -2.4173], [-2.8307, -1.9878, -1.5621], [-6.2664, -0.9415, 2.0717], [-6.4215, 0.0950, 1.1263], [-5.5181, 0.1068, 0.0695], [-6.0021, 0.9384, -1.1112], [-7.0617, 0.2700, -2.0368], [-4.7992, 1.2895, -1.9191], [-5.1928, -0.9931, 2.2865], [-6.6682, -1.9172, 1.7191], [-6.7597, -0.6415, 2.9992], [-4.5750, 0.5657, 0.4176], [-5.2519, -0.9270, -0.2575], [-6.4352, 1.7818, -0.5853], [-8.0932, 0.2205, -1.6561], [-6.7779, -0.7635, -2.1766], [-7.1002, 0.7801, -2.9800], [-5.1294, 1.8842, -2.6757], [-4.0846, 1.7347, -1.3384], [-3.2732, 4.0293, 1.1805], [-3.9332, 4.2625, 2.3605], [-4.5685, 3.0427, 2.8071], [-5.6039, 3.3302, 3.8031], [-4.9892, 3.7504, 5.1365], [-6.4651, 2.1517, 3.8978], [-3.8459, 3.4113, 0.4546], [-2.3400, 3.4155, 1.2880], [-3.0481, 4.9921, 0.7518], [-4.9556, 2.4610, 1.9709], [-3.8170, 2.4312, 3.3197], [-6.1344, 4.1889, 3.3820], [-4.3929, 4.6464, 5.0099], [-4.3664, 2.9337, 5.5193], [-5.7851, 3.9617, 5.8424], [-7.1360, 2.1642, 4.6632], [-6.9538, 2.0605, 3.0377], [-3.0050, -3.5768, 1.2231], [-2.1726, -3.6258, 0.0785], [-0.8361, -4.0471, 0.4007], [0.0525, -3.8663, -0.8440], [1.4240, -4.4038, -0.6358], [0.0696, -2.5256, -1.4021], [-3.9733, -3.1778, 0.8619], [-2.6964, -2.9647, 2.0531], [-3.1532, -4.6238, 1.5459], [-0.4813, -3.4680, 1.2326], [-0.9117, -5.0728, 0.8301], [-0.5062, -4.4637, -1.5719], [1.3797, -5.4244, -0.2402], [1.9639, -3.7798, 0.0923], [2.1035, -4.3757, -1.4422], [0.7829, -1.9654, -0.9821], [-0.8049, -1.9863, -1.3753], [3.0423, -0.7412, 0.2945], [1.6277, -0.7197, 0.5030], [1.1040, 0.5890, 0.6279], [-0.4308, 0.5589, 0.7128], [-0.9575, -0.5231, 1.6034], [-0.9177, 0.4061, -0.7002], [3.2781, -0.1300, -0.6034], [3.3084, -1.7700, 0.1572], [3.6773, -0.3802, 1.1072], [1.5622, 1.1130, 1.4668], [1.3851, 1.1954, -0.2601], [-0.8245, 1.5550, 1.0416], [-0.5564, -1.5156, 1.3298], [-2.0392, -0.4852, 1.5101], [-0.7102, -0.4458, 2.6825], [-0.2564, 0.1322, -1.4309], [-1.6895, -0.2288, -0.8228], [3.6442, -1.8519, 4.1232], [4.5787, -2.5474, 4.9991], [5.7899, -1.9043, 5.1181], [6.4535, -2.4518, 6.3683], [5.6128, -2.1738, 7.6087], [7.9045, -1.9318, 6.3038], [2.8811, -2.6320, 3.8722], [4.2427, -1.5864, 3.2736], [3.1165, -0.9951, 4.5980], [6.4078, -2.0352, 4.2475], [5.7095, -0.8293, 5.1792], [6.6945, -3.5220, 6.2096], [5.6276, -1.1556, 7.9842], [5.8301, -2.8322, 8.4090], [4.5743, -2.3012, 7.2782], [7.9936, -0.9279, 6.4296], [8.4007, -2.2787, 7.0838], [4.4587, 2.8693, -1.4756], [5.4911, 2.3608, -0.6684], [5.2497, 2.4098, 0.7445], [6.5971, 1.9205, 1.3328], [6.4559, 1.6865, 2.7917], [7.7187, 2.8385, 1.1731], [3.5123, 2.6719, -0.9858], [4.4249, 2.3020, -2.3903], [4.5881, 3.9389, -1.6959], [5.0491, 3.4299, 1.0751], [4.4352, 1.7412, 1.0822], [6.8313, 0.9741, 0.8505], [5.7295, 0.8749, 2.9777], [6.0486, 2.6445, 3.1247], [7.3679, 1.5658, 3.4031], [7.8036, 3.0511, 0.1933], [7.5032, 3.7002, 1.6301], [-0.2534, 2.2018, -7.6861], [-0.7885, 1.7620, -6.4221], [0.1405, 1.9243, -5.4088], [-0.5087, 2.0570, -4.0756], [-1.5750, 3.1462, -4.0007], [0.5816, 2.1729, -3.1050], [-0.9300, 1.9882, -8.5411], [0.7547, 1.7628, -7.8233], [-0.1474, 3.3105, -7.6258], [0.7231, 1.0194, -5.3454], [0.7638, 2.8101, -5.5768], [-0.9963, 1.1309, -3.8949], [-2.1855, 2.9977, -3.1018], [-2.2706, 3.1198, -4.8355], [-1.0887, 4.1333, -3.8714], [1.0459, 3.0269, -3.3091], [0.1303, 2.0327, -2.2194], [5.9425, -1.4016, -1.5071], [5.9073, -1.6086, -0.1262], [5.0032, -1.0123, -1.9069], [6.7466, -0.7062, -1.7983], [6.1539, -2.3458, -2.0014], [6.7938, -1.6489, 0.2150]],
  "forces_ev_per_a": [[-0.8, -1.7, 0.5], [0.3, 1.0, 0.5], [-0.5, -0.3, -1.6], [0.6, -0.2, -0.2], [0.0, 0.0, 0.9], [-1.5, -0.4, 0.1], [0.3, 0.2, 0.2], [-0.1, 0.3, -0.2], [0.2, 0.7, -0.2], [0.5, -0.1, 0.0], [0.0, -0.1, 0.2], [-0.2, -0.1, 0.1], [0.4, -0.1, -0.4], [0.1, 0.2, 0.3], [-0.1, 0.2, -0.7], [0.3, 0.5, -0.2], [0.2, -0.3, 0.7], [0.6, 0.1, -0.1], [-1.4, 0.3, 0.0], [1.1, -1.0, -0.5], [-0.1, -0.3, 0.1], [0.3, -0.1, 1.3], [-1.0, -0.5, 0.4], [0.0, -0.5, 0.2], [0.3, 0.5, 0.1], [-0.1, 0.0, -0.2], [0.0, -0.1, 0.0], [-0.2, 0.4, 0.1], [-0.3, 0.7, -0.3], [0.5, 0.4, 0.3], [0.3, -0.3, -0.4], [0.1, 0.2, -0.6], [0.6, 0.1, 0.2], [-0.3, 0.1, -0.5], [1.1, -1.0, -1.2], [-1.3, -1.1, 0.8], [1.9, 0.0, -0.2], [-1.1, 0.9, 0.7], [-0.4, -0.6, -0.3], [0.6, -0.1, 0.9], [-0.2, 0.5, 0.2], [-0.3, 0.6, 0.3], [0.3, 0.2, -0.3], [-0.1, 0.1, -0.3], [0.2, -0.3, -0.3], [-0.3, 0.3, 0.2], [0.1, 0.1, 0.0], [-0.1, 0.2, 0.1], [-0.1, 0.1, 0.3], [0.3, 0.3, -0.2], [-0.6, -0.3, -0.7], [-1.2, -1.1, -1.3], [0.8, 0.6, 0.3], [-0.6, -0.2, 0.3], [-1.9, -0.1, -0.6], [0.4, -0.1, 1.8], [-0.2, 0.1, -0.1], [0.4, -0.3, 0.3], [0.7, 0.3, 0.2], [-0.1, 0.4, 0.3], [0.4, 0.7, 0.5], [0.3, 0.1, -0.7], [0.3, -0.3, -0.3], [0.1, 0.1, -0.1], [-0.3, -0.2, 0.3], [0.2, -0.1, -1.5], [0.3, 0.3, 0.4], [0.5, -0.8, 0.1], [-0.5, 0.6, -0.7], [0.5, 0.3, 0.4], [0.0, 0.6, -0.3], [0.7, 0.6, -1.7], [0.1, -0.9, 0.8], [0.0, 0.5, 0.3], [0.0, -0.4, 0.3], [0.2, -0.5, -0.3], [-0.5, 0.2, 0.4], [0.0, -0.1, 0.5], [-0.1, -0.3, 0.2], [0.6, -0.7, 0.0], [-0.4, 0.6, -0.3], [-0.3, -0.4, 0.1], [-0.1, 0.5, -0.5], [0.2, 0.0, 0.8], [-0.2, 0.0, 0.2], [-0.1, -1.8, 1.1], [-2.2, 0.4, -0.6], [0.6, -0.1, 0.6], [2.7, 0.6, -0.6], [-0.7, 0.3, -1.2], [-1.6, 0.3, -0.2], [0.6, 0.8, -0.1], [-0.2, 0.5, -0.9], [0.7, -0.4, -0.2], [0.5, -0.5, -0.6], [-0.4, 0.8, 0.4], [-0.9, 0.3, 0.3], [0.5, 0.3, -0.1], [0.2, -0.7, 0.8], [0.1, -0.4, 0.4], [-0.5, 0.2, -0.2], [0.6, -0.8, 0.9], [-0.2, 0.0, 0.4], [-0.1, -0.1, 0.5], [1.4, -0.6, -0.6], [0.3, -0.1, 0.0], [-0.8, 0.2, 1.3], [-0.1, -0.7, -0.8], [-0.5, 0.3, 0.1], [0.2, -0.1, -0.5], [-0.1, -0.2, 0.1], [-0.1, 0.2, 0.0], [0.1, 0.2, -0.4], [0.1, 0.0, -0.4], [0.3, 0.4, 0.2], [-0.4, -0.1, 0.7], [-0.2, -0.3, -0.8], [0.2, 0.2, -0.4], [-0.1, 0.7, 0.4], [0.0, 0.6, 0.6], [-0.8, 0.3, -1.9], [0.2, 0.1, 0.1], [-0.2, 0.4, 0.1], [0.2, 0.4, 0.8], [-1.0, -1.3, -1.0], [0.4, -0.2, 0.8], [-0.5, 0.1, -0.2], [0.1, -0.6, -0.2], [0.9, -0.2, -0.1], [0.3, 0.0, -0.2], [-0.5, -1.0, 0.3], [0.2, 0.0, 0.0], [0.2, 0.1, -0.3], [-0.3, -0.3, -0.4], [0.4, 0.9, 0.8], [0.4, 0.8, 0.8], [0.9, 0.1, -1.0], [-0.9, 0.3, 0.7], [0.0, 0.0, 0.5], [-0.3, 0.0, 0.1], [-0.1, -0.2, -0.3], [0.5, -0.1, 0.1]],
  "lowdin_charge": [-0.090, -0.193, -0.198, -0.423, -0.036, 0.034, 0.075, 0.078, 0.092, 0.102, 0.139, 0.129, 0.078, 0.073, 0.069, 0.063, 0.051, -0.100, -0.202, -0.250, -0.405, -0.037, 0.046, 0.081, 0.098, 0.078, 0.111, 0.127, 0.124, 0.082, 0.063, 0.060, 0.073, 0.054, -0.146, -0.155, -0.210, -0.464, -0.046, 0.058, 0.075, 0.087, 0.087, 0.105, 0.135, 0.141, 0.078, 0.085, 0.071, 0.080, 0.054, -0.112, -0.215, -0.187, -0.430, -0.056, 0.082, 0.083, 0.071, 0.094, 0.095, 0.133, 0.132, 0.088, 0.076, 0.065, 0.034, 0.026, -0.089, -0.210, -0.202, -0.380, -0.060, 0.050, 0.095, 0.069, 0.068, 0.122, 0.110, 0.120, 0.057, 0.066, 0.096, 0.058, 0.010, -0.056, -0.201, -0.281, -0.368, -0.052, 0.025, 0.101, 0.058, 0.097, 0.117, 0.115, 0.144, 0.076, 0.058, 0.077, 0.057, 0.035, -0.110, -0.203, -0.175, -0.463, -0.081, 0.052, 0.067, 0.081, 0.093, 0.127, 0.107, 0.126, 0.073, 0.079, 0.091, 0.065, 0.062, -0.087, -0.204, -0.265, -0.451, -0.038, 0.065, 0.093, 0.091, 0.091, 0.120, 0.128, 0.098, 0.061, 0.073, 0.084, 0.059, 0.031, -0.167, -0.122, 0.072, 0.087, 0.074, 0.075]
}